Record 1
Formula: C66H52N5O4PRu
Source: the Open Molecules 2025 dataset
Level of theory: wB97M-V/def2-TZVPD

Geometry as ORCA input:
```
! wB97M-V def2-TZVPD RIJCOSX def2/J DEFGRID3
* xyz 1 2
Ru -0.4123 0.1579 -0.1831
C 6.8558 -6.0907 -0.6947
O 6.1063 -5.7041 -1.8238
C 4.9766 -4.9883 -1.6495
C 4.4403 -4.6116 -0.4190
C 3.3024 -3.8328 -0.3763
C 2.6709 -3.3827 -1.5407
C 3.1865 -3.8203 -2.7649
C 4.3124 -4.6067 -2.8211
C 1.5831 -2.4038 -1.3972
C 0.5767 -2.7179 -0.4353
C 0.3084 -4.0216 0.0423
C -0.5473 -3.8853 1.1144
C -0.8034 -2.5067 1.2571
N -0.1627 -1.8067 0.2620
C -1.4307 -1.9219 2.3839
C -1.6901 -0.5681 2.5279
C -2.2155 0.0100 3.7274
C -2.0796 1.3553 3.6047
C -1.5035 1.5994 2.3160
C -1.1051 2.8738 1.8661
C -0.5077 3.7816 2.8234
C -0.4120 5.1809 2.6988
C 0.3430 5.9299 3.5697
C 1.0705 5.3301 4.6097
O 1.8442 6.1322 5.3683
C 2.7189 5.5464 6.3110
C 0.9649 3.9461 4.7645
C 0.2009 3.2033 3.8955
C -0.9164 3.1161 0.4535
N -0.3138 2.1707 -0.3295
C 0.1329 2.8255 -1.4505
C 1.1213 2.3418 -2.3465
C 1.9644 3.3847 -2.9456
C 2.3171 3.4527 -4.2945
C 3.2244 4.3890 -4.7379
C 3.8147 5.3026 -3.8536
O 4.7682 6.1013 -4.3745
C 5.3898 7.0925 -3.5882
C 3.3974 5.2971 -2.5249
C 2.4966 4.3508 -2.0872
C 1.4957 1.0024 -2.4518
C 2.6117 0.5252 -3.2085
C 2.7532 -0.7939 -2.9258
C 1.7141 -1.1507 -2.0033
N 0.9442 -0.0428 -1.7496
C -0.3477 4.1478 -1.4458
C -1.0189 4.3239 -0.2456
N -1.3544 0.4308 1.6426
C -1.4733 -2.7783 3.5929
C -2.3420 -3.8476 3.7923
C -2.1711 -4.7083 4.8537
C -1.1006 -4.5475 5.7368
O -0.9654 -5.5042 6.6827
C 0.1682 -5.4717 7.5189
C -0.2630 -3.4460 5.5817
C -0.4639 -2.5732 4.5300
H 7.6926 -6.6719 -1.0791
H 6.2674 -6.7064 -0.0081
H 7.2415 -5.2175 -0.1602
H 4.9110 -4.9015 0.5081
H 2.9225 -3.5190 0.5845
H 2.6765 -3.5629 -3.6789
H 4.7281 -4.9297 -3.7620
H 0.7060 -4.9315 -0.3630
H -0.9458 -4.6498 1.7510
H -2.6202 -0.5554 4.5439
H -2.3537 2.1282 4.2958
H -0.9446 5.6909 1.9146
H 0.4130 6.9995 3.4546
H 3.3198 6.3644 6.7053
H 3.3750 4.8124 5.8336
H 2.1760 5.0625 7.1285
H 1.4990 3.4337 5.5496
H 0.2074 2.1284 4.0045
H 1.8531 2.7789 -4.9987
H 3.5029 4.4407 -5.7776
H 6.3377 7.3071 -4.0798
H 5.5946 6.7633 -2.5683
H 4.7880 8.0071 -3.5618
H 3.7739 6.0169 -1.8188
H 2.2303 4.3268 -1.0418
H 3.2300 1.1252 -3.8446
H 3.5181 -1.4480 -3.2887
H -0.2014 4.8706 -2.2256
H -1.5409 5.2036 0.0726
H -3.1710 -3.9968 3.1216
H -2.8346 -5.5434 5.0155
H 0.0981 -6.3648 8.1373
H 0.1629 -4.5864 8.1613
H 1.0956 -5.4985 6.9361
H 0.5544 -3.2705 6.2630
H 0.2032 -1.7334 4.4059
N -2.6775 2.4492 -2.3824
C -3.8047 2.0133 -1.7442
C -4.8189 2.9209 -1.4276
C -5.9403 2.5207 -0.7338
C -6.1073 1.1850 -0.3924
C -5.1283 0.2666 -0.7178
C -3.9555 0.6634 -1.3584
P -2.5387 -0.4259 -1.6829
C -2.5448 -0.5197 -3.5109
C -1.3496 -0.7708 -4.1767
C -1.3346 -0.8877 -5.5554
C -2.5120 -0.7631 -6.2776
C -3.7027 -0.5047 -5.6158
C -3.7259 -0.3824 -4.2375
C -3.0379 -2.1134 -1.2209
C -2.8434 -3.1982 -2.0743
C -3.1572 -4.4782 -1.6505
C -3.6864 -4.6854 -0.3873
C -3.8697 -3.6101 0.4673
C -3.5173 -2.3340 0.0698
H -2.6847 3.3852 -2.7507
H -2.0935 1.7906 -2.8725
H -4.7027 3.9515 -1.7298
H -6.6986 3.2453 -0.4767
H -7.0090 0.8639 0.1064
H -5.2932 -0.7763 -0.4939
H -0.4367 -0.8817 -3.6053
H -0.4040 -1.0904 -6.0640
H -2.5009 -0.8685 -7.3534
H -4.6214 -0.4060 -6.1752
H -4.6576 -0.1921 -3.7246
H -2.4424 -3.0450 -3.0662
H -3.0044 -5.3202 -2.3098
H -3.9468 -5.6833 -0.0668
H -4.2921 -3.7646 1.4488
H -3.6008 -1.4979 0.7526
*
```

Values from the calculation:
**Gap between HOMO and LUMO (spin up / spin down)**: 4.8212 / 5.0650 eV
**Expectation value of S²**: 0.92
**Highest occupied orbital energy (spin up / spin down)**: -0.3201 / -0.3237 Eh



Record 2
Formula: C66H55N11O22
Source: the Open Molecules 2025 dataset
Level of theory: wB97M-V/def2-TZVPD

Geometry as ORCA input:
```
! wB97M-V def2-TZVPD RIJCOSX def2/J DEFGRID3
* xyz 0 1
C 0.1381 -7.5848 -4.4894
C 0.8636 -6.6722 -3.7290
C 0.2160 -5.7687 -2.8973
C -1.1608 -5.8746 -2.7699
C -1.9019 -6.7981 -3.4818
C -1.2387 -7.6572 -4.3417
N -1.8303 -5.0556 -1.7378
O -2.9204 -5.4405 -1.3581
O -1.2376 -4.0981 -1.2873
H 0.6670 -8.0695 -5.3008
H 1.9328 -6.5215 -3.8241
H 0.7569 -4.9842 -2.3891
H -2.9797 -6.7489 -3.4540
H -1.8452 -8.2222 -5.0390
C 5.9474 -7.9839 -0.1757
C 5.0913 -8.1822 -1.2489
C 4.5730 -7.0898 -1.9238
C 4.8993 -5.8207 -1.4821
C 5.8281 -5.6068 -0.4811
C 6.2996 -6.6957 0.2317
N 4.2053 -4.6660 -2.0535
O 3.6183 -4.8221 -3.1119
O 4.2999 -3.6112 -1.4629
H 6.3576 -8.8114 0.3908
H 4.8868 -9.1936 -1.5727
H 3.8667 -7.2460 -2.7255
H 6.1610 -4.6166 -0.2057
H 6.8753 -6.5861 1.1400
C -3.5751 -5.8578 -6.7743
C -4.1287 -5.1344 -5.7130
C -3.3899 -4.1800 -5.0347
C -2.0804 -3.9887 -5.4179
C -1.4940 -4.7174 -6.4311
C -2.2695 -5.6277 -7.1452
N -1.2522 -3.0032 -4.7149
O -0.1393 -2.7907 -5.1542
O -1.7024 -2.5145 -3.6999
H -4.2471 -6.5965 -7.1928
H -5.1548 -5.3529 -5.4480
H -3.8834 -3.5338 -4.3209
H -0.4608 -4.5695 -6.7033
H -1.7133 -6.1865 -7.8877
C 0.3261 4.2147 0.5180
C -0.7541 4.7436 1.2154
C -0.6023 5.3068 2.4677
C 0.6372 5.2010 3.0838
C 1.7185 4.6259 2.4444
C 1.5724 4.1810 1.1420
N 0.7667 5.5543 4.5124
O -0.2504 5.7844 5.1319
O 1.8869 5.5337 4.9850
H 0.3160 3.9348 -0.5273
H -1.7110 4.8677 0.7209
H -1.4131 5.8002 2.9825
H 2.6640 4.5283 2.9594
H 2.4229 3.8113 0.5815
C -2.0209 5.0020 -3.5756
C -2.1680 3.6657 -3.1956
C -1.0884 2.8054 -3.1394
C 0.1629 3.3192 -3.4385
C 0.3511 4.6349 -3.8096
C -0.7499 5.4869 -3.8346
N 1.3459 2.4810 -3.1890
O 2.4233 2.8374 -3.6189
O 1.1511 1.5064 -2.4848
H -2.8792 5.6588 -3.5416
H -3.1720 3.3125 -2.9863
H -1.2572 1.7663 -2.8967
H 1.3470 5.0238 -3.9604
H -0.6138 6.5273 -4.1035
C 2.1138 -1.0452 -0.3064
C 1.0656 -1.7010 -0.9290
C -0.2058 -1.1625 -0.8501
C -0.4051 0.0615 -0.2434
C 0.6221 0.6802 0.4577
C 1.8728 0.0924 0.4650
N -1.7035 0.7211 -0.3013
O -2.5099 0.3436 -1.1355
O -1.8675 1.6948 0.4112
H 3.1286 -1.4108 -0.3962
H 1.2292 -2.6691 -1.3796
H -1.0606 -1.6731 -1.2737
H 0.3988 1.5310 1.0853
H 2.6799 0.5030 1.0607
C -3.5662 2.4814 7.5989
C -3.5220 1.1218 7.3001
C -2.8209 0.6540 6.2025
C -2.1902 1.5568 5.3602
C -2.2640 2.9133 5.6315
C -2.8713 3.3690 6.7889
N -1.3257 1.0631 4.2796
O -0.8139 1.9028 3.5612
O -1.2215 -0.1383 4.1281
H -4.0515 2.8583 8.4880
H -3.9945 0.4294 7.9842
H -2.8879 -0.3946 5.9451
H -1.7452 3.6087 4.9816
H -2.8564 4.4367 6.9628
C -4.8448 -0.9618 -5.9789
C -6.0907 -0.3639 -6.0706
C -6.4517 0.6158 -5.1588
C -5.6129 0.8723 -4.0850
C -4.3573 0.3184 -4.0041
C -3.9885 -0.6481 -4.9321
N -5.9421 1.9887 -3.1815
O -6.8789 2.7058 -3.4589
O -5.2196 2.1235 -2.2114
H -4.5646 -1.7101 -6.7115
H -6.8044 -0.5964 -6.8490
H -7.3946 1.1341 -5.2527
H -3.6362 0.5573 -3.2338
H -3.0667 -1.1954 -4.8039
C 9.5029 2.5194 2.9659
C 8.7940 3.6724 2.6752
C 7.4598 3.5733 2.2875
C 6.9297 2.3247 2.0693
C 7.6312 1.1620 2.3327
C 8.9241 1.2662 2.8196
N 5.5357 2.2137 1.6494
O 5.0956 3.0674 0.9100
O 4.9147 1.2593 2.0801
H 10.5517 2.5881 3.2294
H 9.2763 4.6393 2.6665
H 6.8870 4.4865 2.1961
H 7.1627 0.2367 2.0258
H 9.4345 0.3458 3.0678
C 2.2456 2.4400 4.9584
C 3.2222 2.8639 5.8710
C 4.2899 2.0222 6.1106
C 4.2862 0.7517 5.5674
C 3.2877 0.3112 4.7234
C 2.2536 1.1734 4.4185
N 5.4443 -0.1234 5.8235
O 5.4439 -1.2171 5.2959
O 6.3261 0.3036 6.5402
H 1.3940 3.1041 4.9040
H 3.2240 3.8710 6.2569
H 5.1865 2.4041 6.5818
H 3.2686 -0.7258 4.4198
H 1.4787 0.9340 3.7010
C -4.5214 3.6963 1.1444
C -5.8600 3.6072 0.7979
C -6.8032 3.2114 1.7338
C -6.3668 2.9324 3.0175
C -5.0470 3.0387 3.3668
C -4.0877 3.3600 2.4131
N -7.3857 2.5553 4.0058
O -8.4842 2.2255 3.6152
O -7.0482 2.5993 5.1756
H -3.7848 3.8996 0.3749
H -6.1780 3.7796 -0.2211
H -7.8313 3.1958 1.4069
H -4.6738 2.8266 4.3603
H -3.0440 3.3034 2.6911
*
```

Values from the calculation:
**ΔE to the lowest compared entry with this formula, charge and spin**: 0.2 kcal per mole
**Gap between HOMO and LUMO**: 8.3394 eV
**SMILES string**: O=[N+]([O-])c1ccccc1.O=[N+]([O-])c1ccccc1.O=[N+]([O-])c1ccccc1.O=[N+]([O-])c1ccccc1.O=[N+]([O-])c1ccccc1.O=[N+]([O-])c1ccccc1.O=[N+]([O-])c1ccccc1.O=[N+]([O-])c1ccccc1.O=[N+]([O-])c1ccccc1.O=[N+]([O-])c1ccccc1.O=[N+]([O-])c1ccccc1
**Highest occupied orbital energy**: -0.3353 Eh



Record 3
Formula: C66H55N3NiO2S4
Source: the Open Molecules 2025 dataset
Level of theory: wB97M-V/def2-TZVPD

Geometry as ORCA input:
```
! wB97M-V def2-TZVPD RIJCOSX def2/J DEFGRID3
* xyz 0 3
Ni 0.1631 -0.1518 -0.8004
C 0.0085 0.9506 8.8342
C 0.0798 0.6798 7.3648
C 1.1588 1.1308 6.6129
C 1.2209 0.9012 5.2491
C 0.1950 0.2039 4.6394
C -0.8738 -0.2729 5.3764
C -0.9303 -0.0392 6.7354
S 0.0994 0.0367 2.8259
O -1.3402 -0.0979 2.5827
C 0.7369 -1.6745 2.8178
C -0.1936 -2.7198 2.8430
C 0.2292 -4.0167 2.8009
C 1.6041 -4.3206 2.6903
C 2.0658 -5.6495 2.6067
C 3.3968 -5.9224 2.4722
C 4.3295 -4.8768 2.4284
C 3.9190 -3.5778 2.5311
C 2.5500 -3.2615 2.6641
C 2.0862 -1.9164 2.7522
C 3.0720 -0.8176 2.8156
C 3.8728 -0.6800 3.9861
C 3.6264 -1.4469 5.1436
C 4.3921 -1.2883 6.2629
C 5.4503 -0.3690 6.2738
C 5.7097 0.3961 5.1722
C 4.9206 0.2784 4.0102
C 5.1419 1.0792 2.8681
C 4.3166 0.9796 1.7866
C 3.2788 0.0371 1.7618
S 2.2295 0.0564 0.2556
O 2.8461 1.1179 -0.5392
C 2.8768 -1.5239 -0.3539
C 4.1750 -1.7466 -0.7655
C 4.5106 -2.9808 -1.2950
C 3.5666 -3.9927 -1.4232
C 3.9387 -5.3091 -2.0375
C 2.2638 -3.7505 -0.9994
C 1.9286 -2.5225 -0.4665
H 0.5962 1.8263 9.0942
H 0.4043 0.0955 9.3812
H -1.0201 1.1092 9.1500
H 1.9530 1.6801 7.0987
H 2.0532 1.2716 4.6681
H -1.6692 -0.7960 4.8671
H -1.7690 -0.4077 7.3091
H -1.2425 -2.4687 2.8994
H -0.4839 -4.8269 2.8435
H 1.3402 -6.4483 2.6463
H 3.7384 -6.9432 2.4010
H 5.3775 -5.1066 2.3134
H 4.6463 -2.7800 2.4981
H 2.8111 -2.1552 5.1389
H 4.1793 -1.8669 7.1484
H 6.0557 -0.2673 7.1606
H 6.5227 1.1077 5.1753
H 5.9631 1.7816 2.8684
H 4.4486 1.5989 0.9091
H 4.9141 -0.9643 -0.6889
H 5.5218 -3.1585 -1.6336
H 5.0184 -5.3952 -2.1478
H 3.4909 -5.3972 -3.0277
H 3.5769 -6.1422 -1.4359
H 1.5142 -4.5208 -1.1065
H 0.9283 -2.3011 -0.1190
S -4.0237 -5.9810 0.1014
C -3.0722 -7.4086 0.0732
C -1.7415 -7.1361 0.0921
C -1.4703 -5.7579 0.1257
C -2.5998 -4.9785 0.1379
C -2.6908 -3.5380 0.1423
C -1.5109 -2.7789 0.0490
N -1.4446 -1.4696 -0.0008
C -2.6088 -0.7799 0.0589
C -3.8589 -1.4401 0.1570
C -5.0598 -0.6735 0.1802
C -5.0237 0.6768 0.1421
C -3.7826 1.3737 0.0847
C -3.7260 2.7670 0.0889
C -2.4950 3.4050 0.0406
C -1.3504 2.5844 -0.0463
N -1.3734 1.2699 -0.0950
C -2.5703 0.6476 0.0116
C -2.3912 4.8463 0.0534
C -1.2704 5.6341 0.0176
C -1.5511 7.0127 0.0105
C -2.8828 7.2778 0.0416
S -3.8234 5.8454 0.0880
C -3.8847 -2.8362 0.1988
H -3.5570 -8.3632 0.0457
H -0.9745 -7.8885 0.0777
H -0.4692 -5.3689 0.1457
H -0.5872 -3.3289 0.0000
H -5.9985 -1.2080 0.2204
H -5.9328 1.2609 0.1481
H -4.6435 3.3357 0.1517
H -0.3747 3.0450 -0.0721
H -0.2701 5.2438 -0.0063
H -0.7938 7.7749 -0.0193
H -3.3755 8.2290 0.0393
H -4.8320 -3.3523 0.2632
C -0.6109 -3.0763 -3.2424
C -1.4913 -2.1712 -4.0985
C -2.6579 -1.5975 -3.2914
C -0.7364 -1.0139 -4.7062
C -0.8191 -0.8133 -6.0653
C -0.2421 0.2864 -6.6848
C 0.3872 1.2375 -5.8982
C 0.5072 1.0981 -4.5330
C 1.2900 2.1526 -3.7933
C 2.7098 1.6321 -3.5555
C 0.6364 2.5943 -2.4901
C 0.0017 -0.0852 -3.8733
N 0.2811 -0.3693 -2.6350
H -1.2000 -3.8883 -2.8206
H -0.1745 -2.4834 -2.4398
H 0.1997 -3.4973 -3.8331
H -1.9080 -2.7736 -4.9149
H -2.2698 -0.9053 -2.5497
H -3.2174 -2.3818 -2.7879
H -3.3383 -1.0525 -3.9406
H -1.3465 -1.5435 -6.6670
H -0.2865 0.4006 -7.7579
H 0.8083 2.1160 -6.3707
H 1.3508 3.0327 -4.4463
H 2.6744 0.7249 -2.9583
H 3.2893 2.3675 -3.0047
H 3.1992 1.4214 -4.5054
H 0.6609 1.7461 -1.7900
H -0.3973 2.8989 -2.6555
H 1.1922 3.4192 -2.0466
*
```

Values from the calculation:
**ΔE to the lowest compared entry with this formula, charge and spin**: 0.0 kcal per mole
**Gap between HOMO and LUMO (spin up / spin down)**: 5.1554 / 5.1740 eV
**Expectation value of S²**: 2.06
**Highest occupied orbital energy (spin up / spin down)**: -0.2134 / -0.2141 Eh



Number 1: molecular weight 1111.22 g/mol. Number 2: molecular weight 1354.22 g/mol. Number 3: molecular weight 1109.15 g/mol.